1.
DFT (ωB97M-V/def2-TZVPD) results for a molecular structure, C47H39LaN5O2S2.

## Properties
Gap between HOMO and LUMO in eV: 8.366

```
! RIJCOSX wB97M-V def2-TZVPD def2/J DEFGRID3
* xyz 1 1
La 0.309 -0.502 0.255
O 0.969 1.259 -0.676
C 1.204 2.468 0.010
C 0.389 2.468 1.370
C -1.089 2.274 1.105
C -1.959 3.331 0.962
C -3.272 3.068 0.608
C -3.688 1.758 0.416
C -2.783 0.733 0.599
C -3.185 -0.722 0.415
C -2.547 -1.435 -0.835
O -1.188 -1.687 -0.564
C -2.731 -0.508 -2.047
C -4.016 -0.228 -2.521
C -4.212 0.629 -3.591
C -3.120 1.221 -4.227
C -1.843 0.943 -3.776
C -1.654 0.089 -2.689
C -3.233 -2.783 -1.107
C -2.989 -3.405 -2.331
C -3.517 -4.654 -2.619
C -4.305 -5.313 -1.678
C -4.550 -4.710 -0.455
C -4.016 -3.452 -0.172
N -1.509 1.004 0.946
C 0.677 3.671 -0.800
C -0.233 3.437 -1.820
C -0.808 4.492 -2.525
C -0.479 5.802 -2.210
C 0.436 6.049 -1.188
C 1.011 4.992 -0.490
C 2.703 2.640 0.273
C 3.264 2.673 1.543
C 4.644 2.808 1.712
C 5.473 2.915 0.608
C 4.919 2.880 -0.673
C 3.549 2.745 -0.833
H 0.563 3.418 1.868
H 0.746 1.672 2.035
H -1.599 4.346 1.092
H -3.970 3.887 0.469
H -4.706 1.528 0.126
H -4.270 -0.772 0.340
H -2.885 -1.302 1.287
H -4.874 -0.711 -2.059
H -5.217 0.827 -3.946
H -3.270 1.882 -5.073
H -0.984 1.388 -4.269
H -0.641 -0.111 -2.379
H -2.378 -2.897 -3.073
H -3.318 -5.114 -3.581
H -4.729 -6.286 -1.903
H -5.161 -5.214 0.287
H -4.219 -3.014 0.799
H -0.495 2.417 -2.057
H -1.519 4.285 -3.320
H -0.922 6.627 -2.758
H 0.709 7.069 -0.942
H 1.733 5.202 0.295
H 2.639 2.589 2.426
H 5.062 2.837 2.713
H 6.544 3.032 0.739
H 5.558 2.972 -1.546
H 3.115 2.734 -1.830
C -1.414 -0.643 4.004
C 0.086 -0.656 3.998
N 0.842 -0.679 2.924
C 2.199 -0.693 3.262
C 2.443 -0.678 4.589
S 0.976 -0.654 5.450
C 3.235 -0.690 2.206
C 4.572 -0.657 2.414
S 5.379 -0.581 0.923
C 3.900 -0.633 0.086
N 2.861 -0.688 0.877
C 3.811 -0.589 -1.411
H -1.787 -0.575 2.990
H -1.794 0.212 4.562
H -1.808 -1.547 4.469
H 3.399 -0.683 5.097
H 5.111 -0.644 3.352
H 4.784 -0.435 -1.868
H 3.152 0.226 -1.711
H 3.408 -1.531 -1.792
N 1.418 -6.313 3.911
C 1.449 -5.801 2.881
C 1.486 -5.125 1.597
C 1.856 -5.777 0.429
C 1.866 -5.060 -0.754
C 1.507 -3.726 -0.720
N 1.171 -3.084 0.403
C 1.153 -3.780 1.535
H 2.126 -6.826 0.452
H 2.136 -5.528 -1.693
H 1.476 -3.149 -1.640
H 0.870 -3.253 2.441
*
```

2.
DFT (ωB97M-V/def2-TZVPD) results for a molecular structure, C47H40BrF5N4O3P2PbSe.

## Properties
Gap between HOMO and LUMO in eV: 6.512

```
! RIJCOSX wB97M-V def2-TZVPD def2/J DEFGRID3
* xyz -2 1
Pb -0.380 0.502 1.154
C 1.465 -2.579 1.782
P 0.066 -2.469 0.578
C -1.126 -3.735 1.148
C -0.810 -4.759 2.037
C -1.775 -5.681 2.420
C -3.063 -5.597 1.907
C -3.386 -4.582 1.016
C -2.428 -3.650 0.648
C 0.769 -3.305 -0.903
C 0.020 -4.183 -1.685
C 0.576 -4.784 -2.805
C 1.895 -4.534 -3.151
C 2.646 -3.654 -2.384
C 2.083 -3.022 -1.284
C 2.415 -1.438 1.546
C 3.793 -1.491 1.494
C 4.229 -0.182 1.166
C 3.093 0.593 1.046
C 3.016 2.006 0.556
P 2.159 2.064 -1.100
C 2.427 3.825 -1.578
C 3.276 4.272 -2.589
C 3.372 5.625 -2.891
C 2.623 6.557 -2.188
C 1.761 6.124 -1.188
C 1.656 4.772 -0.895
C 3.375 1.210 -2.180
C 4.757 1.384 -2.090
C 5.615 0.730 -2.958
C 5.101 -0.107 -3.943
C 3.731 -0.294 -4.040
C 2.875 0.349 -3.152
N 1.976 -0.162 1.299
H 1.997 -3.526 1.680
H 1.019 -2.534 2.781
H 0.192 -4.841 2.439
H -1.519 -6.469 3.119
H -3.814 -6.318 2.207
H -4.388 -4.506 0.612
H -2.693 -2.853 -0.042
H -1.009 -4.399 -1.429
H -0.029 -5.451 -3.407
H 2.334 -5.013 -4.019
H 3.674 -3.441 -2.647
H 2.676 -2.319 -0.712
H 4.403 -2.371 1.642
H 5.245 0.149 1.008
H 4.018 2.433 0.490
H 2.414 2.642 1.207
H 3.859 3.562 -3.162
H 4.035 5.950 -3.686
H 2.701 7.611 -2.425
H 1.148 6.830 -0.641
H 0.952 4.443 -0.143
H 5.169 2.041 -1.331
H 6.686 0.872 -2.869
H 5.769 -0.618 -4.626
H 3.323 -0.955 -4.793
H 1.806 0.175 -3.207
C -2.755 -0.620 2.564
C -2.970 0.760 2.776
C -1.904 1.267 3.530
C -0.992 0.213 3.766
C -1.543 -0.969 3.181
H -3.404 -1.284 2.012
H -3.796 1.334 2.380
H -1.776 2.296 3.836
H -0.137 0.242 4.429
H -1.153 -1.971 3.300
O -0.489 -0.183 -1.744
H -1.300 -0.686 -1.884
H -0.698 0.723 -2.055
N -2.684 2.600 -2.576
N -1.387 2.482 -1.969
H -3.285 3.181 -2.000
H -3.099 1.670 -2.589
H -1.452 2.493 -0.954
H -0.830 3.284 -2.236
Br 2.513 0.809 5.985
C 1.625 2.399 5.446
C 1.417 3.407 6.371
N 0.793 4.541 6.058
C 0.365 4.681 4.801
C 0.534 3.723 3.809
C 1.183 2.544 4.146
C 0.003 3.969 2.396
O -0.525 5.063 2.177
O 0.176 3.014 1.582
H 1.761 3.295 7.393
H -0.143 5.603 4.548
H 1.318 1.763 3.409
F -9.669 -2.360 -2.121
C -8.342 -2.127 -2.173
C -7.847 -0.844 -2.045
F -8.708 0.176 -1.866
C -6.485 -0.616 -2.101
F -6.086 0.658 -1.971
C -5.545 -1.634 -2.283
Se -3.695 -1.311 -2.363
C -6.092 -2.915 -2.406
F -5.296 -3.983 -2.579
C -7.451 -3.166 -2.351
F -7.922 -4.424 -2.470
*
```

Record-wise DFT total energy values, in eV: -83447.380; -234295.411
Record-wise HOMO level values, in eV: -10.819; -2.634